# 1
The following is a quantum chemistry calculation of C4H10GaLuO2 as an isolated structure, from the Open Molecules 2025 dataset.

Each line ends with the Löwdin charge.
Positions of all 18 atoms, in Å:
C: -2.0718 0.5445 -0.1698  0.01
C: -1.3560 -0.3637 0.8909  -0.39
O: -1.8639 -0.3645 2.0888  -0.34
O: -0.2320 -1.1214 0.7315  0.03
C: 0.3361 -1.0714 -0.5992  -0.17
C: 1.0942 0.2721 -0.9562  -0.14
Ga: 2.7721 0.5954 0.2848  0.50
H: -3.2115 0.4580 -0.1085  0.08
H: -1.8432 1.6300 0.1105  0.15
H: -1.7731 0.3852 -1.2425  0.10
H: -0.4194 -1.2820 -1.4323  0.17
H: 1.1052 -1.9119 -0.6728  0.17
H: 1.5191 0.1451 -2.0092  0.12
H: 0.4420 1.1996 -0.9838  0.09
H: 3.3450 2.0407 -0.2106  0.04
H: 3.7804 -0.6217 0.0216  -0.07
H: 2.2572 0.6639 1.7993  -0.09
Lu: -3.8803 -1.1976 2.4575  1.75

Calculated values
Gap between HOMO and LUMO   2.13 eV
Charge   +2
LUMO energy   -0.4659 Ha
Molecular weight   334.812 g/mol
Highest occupied orbital energy   -14.8 eV

=====

# 2
The following is a quantum chemistry calculation of C12H27N2O4PS in the gas phase, from the Open Molecules 2025 dataset.

Each line ends with the natural charge from an NBO analysis.
Positions of all 47 atoms, in Å:
C: -2.6476 -2.5880 -0.4660  -0.63
C: -3.0057 -1.2834 -1.1714  -0.21
N: -2.9383 -0.1210 -0.3066  -0.70
C: -4.0097 0.0889 0.6463  -0.23
C: -5.1608 0.8831 0.0349  -0.61
S: -1.4309 0.4273 0.1325  2.32
O: -1.2769 0.4029 1.5608  -0.95
O: -0.4595 -0.2813 -0.6590  -0.97
C: -1.4978 2.1587 -0.4173  -0.64
C: -0.4153 2.9791 0.2417  -0.81
P: 1.3300 2.4262 -0.1386  2.14
O: 2.2244 3.5796 -0.2595  -1.09
O: 1.2272 1.6221 -1.5053  -1.01
C: 1.7999 1.1844 1.1569  -0.60
N: 2.4067 0.0732 0.4724  -0.46
C: 3.7495 0.3795 0.0207  -0.23
C: 4.2273 -0.7043 -0.9392  -0.40
C: 4.1859 -2.0645 -0.2501  -0.40
C: 2.7794 -2.3139 0.2850  -0.40
C: 2.3624 -1.1736 1.2089  -0.21
H: -2.7050 -3.4151 -1.1685  0.22
H: -3.3256 -2.7868 0.3605  0.20
H: -1.6342 -2.5209 -0.0794  0.22
H: -2.2991 -1.1056 -1.9831  0.22
H: -4.0150 -1.3312 -1.5876  0.20
H: -4.3820 -0.8706 1.0196  0.20
H: -3.5795 0.6293 1.4911  0.23
H: -4.8157 1.8453 -0.3336  0.20
H: -5.9282 1.0510 0.7855  0.22
H: -5.6024 0.3386 -0.7955  0.21
H: -2.4903 2.5140 -0.1507  0.24
H: -1.3887 2.1283 -1.4981  0.25
H: -0.5440 2.9682 1.3250  0.25
H: -0.4646 4.0173 -0.0948  0.27
H: 0.8275 0.7447 -1.3608  0.53
H: 0.9068 0.8478 1.6830  0.25
H: 2.4715 1.6791 1.8780  0.21
H: 3.7225 1.3483 -0.4842  0.22
H: 4.4477 0.4558 0.8756  0.16
H: 5.2392 -0.4748 -1.2766  0.21
H: 3.5674 -0.7158 -1.8075  0.20
H: 4.4708 -2.8534 -0.9489  0.21
H: 4.8982 -2.0757 0.5790  0.19
H: 2.0744 -2.3550 -0.5465  0.20
H: 2.7364 -3.2609 0.8264  0.21
H: 1.3361 -1.3291 1.5510  0.21
H: 3.0256 -1.1481 2.0938  0.16

Calculated values
Gap between HOMO and LUMO   8.91 eV
SMILES   CCN(CC)S(=O)(=O)CC[P@](=O)(O)CN1CCCCC1
Charge   0
LUMO energy   0.0185 Ha
Molecular weight   326.399 g/mol
Highest occupied orbital energy   -8.4 eV
Energy above the lowest of the compared OMol25 structures with the same formula, charge and spin   3.2 kcal/mol

=====

# 3
The following is a quantum chemistry calculation of C4H3MgO6Rb as an isolated structure, from the Open Molecules 2025 dataset.

Each line ends with the natural charge from an NBO analysis.
Positions of all 15 atoms, in Å:
O: 6.0424 -0.9764 1.1501  -0.87
C: 5.0463 -0.2125 0.9113  0.95
O: 5.2728 0.9840 0.5372  -0.88
O: 3.8519 -0.7026 1.0145  -0.50
C: 2.7481 0.1059 1.4534  0.12
O: 0.5651 0.6021 0.7662  -0.55
C: -0.4725 0.4377 -0.0903  0.95
C: 1.5369 -0.3971 0.9011  -0.09
O: -0.6223 -0.6446 -0.7011  -0.82
O: -1.2778 1.3964 -0.1511  -0.81
Mg: 7.2248 0.5652 0.6842  0.96
Rb: -4.8018 0.3853 -2.5243  1.00
H: 2.9232 1.1848 1.3831  0.20
H: 1.6168 -1.0134 -0.0068  0.25
H: 0.9512 -1.6082 1.6459  0.10

Calculated values
Gap between HOMO and LUMO (spin up / spin down)   5.18 / 4.15 eV
Charge   0
LUMO energy (spin up / spin down)   -0.0668 / -0.0668 Ha
Molecular weight   256.835 g/mol
Highest occupied orbital energy (spin up / spin down)   -7.0 / -6.0 eV

=====

Q: Look up the charge of the second one.
A: 0